Computed, not measured: 12 unconnected molecules or ions with the total composition C64H176N24O16P8, with the ωB97M-V functional and the def2-TZVPD basis.

Each line ends with the Mulliken charge.
Atoms and positions in Å:
C (8.760, 1.647, -0.288)  -1.137
N (7.453, 2.033, -0.726)  0.639
C (7.367, 3.074, -1.738)  -0.780
P (6.038, 1.119, -0.551)  -0.540
O (4.862, 1.901, -1.063)  -0.587
N (6.167, -0.307, -1.419)  1.104
C (5.406, -0.511, -2.622)  0.350
C (7.238, -1.224, -1.250)  -0.702
N (6.155, 0.585, 1.026)  0.641
C (6.483, 1.557, 2.080)  -0.882
C (5.490, -0.543, 1.617)  -0.245
H (9.330, 2.527, 0.041)  0.279
H (9.266, 1.111, -1.088)  0.313
H (8.642, 0.965, 0.512)  0.412
H (7.732, 2.574, -2.669)  0.312
H (8.069, 3.949, -1.478)  0.266
H (6.343, 3.455, -1.919)  -0.021
H (5.999, -0.240, -3.565)  0.254
H (5.124, -1.562, -2.644)  -0.356
H (4.431, -0.035, -2.633)  -0.765
H (6.844, -2.216, -0.827)  -0.199
H (7.904, -1.372, -2.122)  0.358
H (7.899, -0.814, -0.485)  0.290
H (7.413, 1.288, 2.689)  0.146
H (6.704, 2.543, 1.626)  0.272
H (5.575, 1.606, 2.714)  0.256
H (4.981, -1.110, 0.896)  -0.553
H (4.732, -0.154, 2.299)  0.450
H (6.248, -1.233, 2.122)  0.186
C (-1.550, -1.446, -5.002)  -0.089
N (-0.755, -2.664, -5.115)  0.538
C (-0.911, -3.556, -4.019)  -0.911
P (0.805, -2.559, -5.702)  0.011
O (1.439, -3.884, -5.644)  -0.970
N (0.600, -1.907, -7.228)  0.448
C (0.675, -0.523, -7.640)  -0.790
C (-0.056, -2.844, -8.133)  -1.082
N (1.714, -1.336, -4.911)  0.974
C (1.766, -1.578, -3.455)  0.277
C (3.058, -1.045, -5.385)  -0.641
H (-1.282, -0.843, -4.126)  -0.177
H (-2.602, -1.756, -5.002)  0.197
H (-1.308, -0.809, -5.846)  0.140
H (-0.200, -4.358, -4.154)  0.088
H (-1.956, -4.013, -3.928)  0.238
H (-0.635, -3.057, -3.117)  0.320
H (-0.343, -0.166, -7.883)  0.346
H (1.027, -0.007, -6.771)  0.088
H (1.343, -0.316, -8.443)  0.296
H (-0.999, -2.442, -8.424)  0.372
H (0.453, -2.922, -9.143)  0.317
H (-0.180, -3.828, -7.654)  0.244
H (2.046, -2.641, -3.299)  0.601
H (2.396, -0.917, -2.890)  -0.962
H (0.799, -1.363, -2.944)  -0.568
H (3.794, -1.786, -5.298)  0.197
H (3.467, -0.165, -4.821)  -0.150
H (2.943, -0.926, -6.474)  0.528
C (-8.031, -2.367, 4.203)  -0.972
N (-7.034, -1.363, 4.600)  0.380
C (-7.230, -0.990, 6.018)  -0.996
P (-5.629, -1.167, 3.710)  -0.395
O (-5.236, 0.144, 3.302)  -0.587
N (-4.446, -1.817, 4.672)  0.577
C (-3.033, -1.575, 4.380)  -0.546
C (-4.605, -2.863, 5.631)  -1.153
N (-5.739, -2.141, 2.331)  1.107
C (-5.772, -3.515, 2.505)  -1.229
C (-6.212, -1.576, 1.095)  -1.183
H (-8.076, -2.336, 3.092)  0.211
H (-9.020, -2.076, 4.583)  0.427
H (-7.840, -3.379, 4.611)  0.252
H (-8.280, -0.916, 6.140)  0.424
H (-6.806, -0.065, 6.327)  0.205
H (-6.962, -1.801, 6.682)  0.363
H (-2.552, -2.404, 3.843)  0.510
H (-3.183, -0.697, 3.711)  -0.588
H (-2.497, -1.353, 5.317)  0.394
H (-5.660, -3.070, 5.712)  0.298
H (-4.062, -3.715, 5.288)  0.372
H (-4.193, -2.635, 6.628)  0.199
H (-5.204, -3.845, 3.377)  0.307
H (-6.702, -3.963, 2.559)  0.526
H (-5.302, -4.034, 1.665)  0.301
H (-6.450, -2.311, 0.351)  0.718
H (-5.541, -0.835, 0.732)  -0.202
H (-7.164, -1.098, 1.357)  0.290
C (2.236, -5.757, -3.210)  0.386
N (3.411, -5.038, -2.761)  1.376
C (4.189, -4.420, -3.822)  -0.793
P (3.954, -4.813, -1.271)  -1.408
O (4.346, -3.453, -0.881)  0.199
N (2.659, -5.394, -0.410)  0.498
C (2.515, -6.798, -0.070)  -1.033
C (1.537, -4.452, -0.488)  1.822
N (5.122, -5.890, -0.952)  0.739
C (6.075, -5.708, 0.112)  -1.000
C (5.300, -7.099, -1.696)  -1.081
H (1.751, -6.266, -2.345)  -0.584
H (2.681, -6.456, -3.861)  0.709
H (1.613, -5.086, -3.738)  -0.573
H (4.598, -5.188, -4.472)  0.435
H (4.969, -3.812, -3.416)  0.166
H (3.527, -3.824, -4.502)  -0.104
H (1.960, -7.015, 0.752)  0.412
H (2.175, -7.432, -0.887)  0.177
H (3.473, -7.210, 0.168)  0.317
H (0.720, -4.969, -1.089)  -0.656
H (1.155, -4.171, 0.505)  -0.020
H (1.887, -3.549, -1.024)  -1.258
H (7.099, -5.886, -0.257)  0.326
H (5.993, -4.695, 0.477)  0.154
H (5.940, -6.454, 0.932)  0.230
H (6.209, -7.049, -2.296)  0.283
H (4.362, -7.301, -2.219)  0.134
H (5.367, -7.947, -1.038)  0.489
C (4.948, 4.877, 1.347)  -1.081
N (3.598, 4.486, 1.585)  0.507
C (2.873, 4.233, 0.303)  -0.530
P (3.163, 3.886, 3.059)  0.791
O (3.496, 2.494, 3.508)  -1.304
N (3.929, 4.914, 4.114)  0.537
C (4.305, 4.355, 5.439)  -0.960
C (3.542, 6.341, 4.251)  -1.041
N (1.548, 4.262, 3.061)  0.986
C (1.006, 5.438, 2.534)  -1.071
C (0.789, 3.633, 4.142)  -0.227
H (5.443, 4.219, 0.631)  -0.149
H (5.468, 4.960, 2.247)  0.633
H (4.836, 5.822, 0.806)  0.340
H (3.299, 3.446, -0.233)  -0.297
H (2.870, 5.131, -0.255)  1.083
H (1.777, 4.097, 0.442)  -0.285
H (4.491, 3.234, 5.366)  0.169
H (5.128, 4.960, 5.684)  0.458
H (3.517, 4.382, 6.270)  0.201
H (4.498, 6.827, 4.591)  0.373
H (3.282, 6.859, 3.372)  0.299
H (2.707, 6.440, 5.043)  0.196
H (1.634, 5.974, 1.884)  0.489
H (0.034, 5.216, 1.999)  -0.161
H (0.718, 6.083, 3.410)  0.303
H (1.331, 2.909, 4.775)  0.425
H (-0.178, 3.170, 3.705)  -0.709
H (0.418, 4.475, 4.807)  0.238
C (-0.171, 2.635, -2.548)  -1.522
N (0.158, 3.669, -3.522)  1.323
C (-0.173, 3.245, -4.896)  -0.989
P (1.206, 4.950, -3.157)  0.098
O (0.881, 5.636, -1.866)  -1.005
N (2.707, 4.341, -3.332)  0.809
C (3.930, 4.943, -2.825)  -0.875
C (2.960, 3.104, -4.049)  -1.054
N (0.914, 6.052, -4.404)  0.253
C (1.692, 6.233, -5.641)  -0.964
C (-0.384, 6.614, -4.538)  -0.985
H (0.576, 1.863, -2.432)  0.221
H (-1.145, 2.252, -2.728)  0.816
H (-0.171, 3.057, -1.539)  -0.227
H (0.586, 2.617, -5.385)  0.164
H (-0.435, 4.130, -5.464)  0.232
H (-1.122, 2.711, -4.809)  0.338
H (4.705, 5.051, -3.557)  0.469
H (3.644, 5.988, -2.552)  0.444
H (4.408, 4.439, -2.014)  -0.173
H (4.033, 2.932, -3.886)  0.493
H (2.358, 2.249, -3.706)  0.005
H (2.676, 3.200, -5.129)  0.292
H (1.374, 5.578, -6.431)  0.321
H (1.476, 7.233, -6.073)  0.388
H (2.802, 6.195, -5.590)  0.227
H (-0.471, 7.564, -4.981)  0.468
H (-0.797, 6.621, -3.534)  0.151
H (-1.026, 5.925, -5.144)  0.271
C (-4.167, 7.333, 2.539)  -0.819
N (-4.068, 6.787, 1.192)  0.391
C (-4.408, 7.635, 0.036)  -1.063
P (-4.146, 5.132, 1.139)  -0.195
O (-3.337, 4.470, 2.203)  -0.187
N (-5.807, 4.743, 1.298)  0.614
C (-7.027, 5.458, 0.999)  -1.283
C (-6.165, 3.429, 1.991)  -0.698
N (-3.830, 4.819, -0.499)  1.254
C (-4.822, 4.386, -1.447)  -0.930
C (-2.496, 5.051, -1.118)  -0.978
H (-5.153, 7.707, 2.765)  0.315
H (-3.445, 8.234, 2.722)  0.300
H (-3.963, 6.488, 3.200)  0.079
H (-3.669, 8.337, -0.372)  0.258
H (-5.287, 8.248, 0.389)  0.315
H (-4.727, 7.083, -0.816)  0.299
H (-7.681, 4.849, 0.439)  0.373
H (-7.420, 5.774, 2.000)  0.315
H (-6.791, 6.400, 0.561)  0.312
H (-5.224, 2.951, 2.384)  -0.356
H (-6.904, 3.597, 2.766)  0.398
H (-6.679, 2.756, 1.198)  0.211
H (-5.043, 5.195, -2.169)  0.282
H (-4.460, 3.573, -2.002)  0.115
H (-5.741, 4.146, -0.864)  0.187
H (-2.442, 5.862, -1.832)  0.429
H (-2.166, 4.184, -1.693)  -0.205
H (-1.648, 5.242, -0.380)  0.254
C (-1.772, -2.557, 0.542)  -0.122
N (-0.698, -1.625, 0.898)  1.662
C (-0.039, -1.975, 2.124)  -0.998
P (-0.410, -0.374, -0.103)  -0.753
O (-0.776, -0.693, -1.526)  -0.186
N (-1.327, 0.904, 0.484)  1.485
C (-2.587, 1.337, -0.078)  0.897
C (-1.173, 1.143, 1.943)  -0.584
N (1.166, -0.044, 0.371)  1.247
C (1.737, 1.271, 0.376)  -1.628
C (2.143, -1.091, 0.131)  -0.027
H (-1.355, -3.538, 0.294)  0.356
H (-2.389, -2.192, -0.287)  -0.776
H (-2.531, -2.626, 1.342)  -0.129
H (0.141, -1.099, 2.741)  0.198
H (0.891, -2.501, 2.056)  -0.057
H (-0.613, -2.788, 2.693)  0.262
H (-2.784, 2.280, 0.405)  0.155
H (-2.590, 1.437, -1.118)  -0.722
H (-3.418, 0.653, 0.294)  -0.765
H (-1.368, 2.215, 2.095)  0.327
H (-1.985, 0.541, 2.394)  -0.240
H (-0.205, 0.840, 2.283)  0.314
H (0.930, 1.933, 0.238)  -0.036
H (2.283, 1.493, 1.287)  0.920
H (2.383, 1.432, -0.462)  -0.095
H (2.606, -1.414, 1.098)  -0.183
H (2.909, -0.853, -0.615)  -0.685
H (1.668, -1.958, -0.197)  -0.088
C (-1.886, -8.031, -3.556)  -1.375
C (-0.793, -7.176, -2.895)  0.529
O (-1.121, -7.220, -1.450)  -0.309
C (-2.079, -6.352, -1.119)  0.743
C (-2.344, -6.621, 0.294)  -0.746
O (-2.661, -5.581, -1.876)  -0.397
H (-1.597, -8.480, -4.559)  0.439
H (-2.766, -7.341, -3.764)  0.155
H (-2.120, -8.875, -2.933)  0.359
H (0.147, -7.689, -3.053)  0.472
H (-0.771, -6.179, -3.290)  -0.346
H (-1.528, -6.167, 0.947)  0.032
H (-2.411, -7.715, 0.479)  0.336
H (-3.316, -6.225, 0.752)  0.155
C (1.785, -3.801, 5.324)  -1.385
C (1.558, -5.032, 4.458)  0.454
O (0.485, -5.778, 5.003)  -0.352
C (0.108, -6.839, 4.278)  0.740
C (-0.783, -7.828, 5.025)  -0.984
O (0.529, -6.995, 3.201)  -0.554
H (2.619, -3.151, 5.016)  0.352
H (1.943, -4.205, 6.307)  0.425
H (0.879, -3.247, 5.329)  0.272
H (1.304, -4.757, 3.437)  -0.164
H (2.500, -5.569, 4.437)  0.348
H (-1.669, -8.026, 4.481)  0.292
H (-0.842, -7.437, 6.042)  0.289
H (-0.170, -8.804, 5.004)  0.277
C (-3.500, 2.246, 5.136)  -0.075
C (-2.951, 3.586, 5.488)  0.454
O (-2.957, 3.760, 6.886)  -0.324
C (-2.164, 4.629, 7.439)  0.707
C (-2.066, 4.332, 8.964)  -1.105
O (-1.508, 5.404, 6.801)  -0.572
H (-4.320, 2.017, 5.839)  0.358
H (-2.772, 1.408, 5.198)  0.098
H (-4.061, 2.194, 4.171)  -0.343
H (-1.981, 3.775, 4.996)  -0.192
H (-3.635, 4.343, 5.113)  0.037
H (-1.878, 5.268, 9.467)  0.346
H (-1.215, 3.707, 9.121)  0.276
H (-2.975, 3.876, 9.354)  0.309
C (-4.656, -0.059, -3.109)  -1.439
C (-4.097, -1.194, -2.329)  2.013
O (-4.373, -2.502, -3.020)  -0.076
C (-5.525, -3.175, -2.861)  0.826
C (-5.603, -4.385, -3.734)  -1.096
O (-6.405, -2.778, -2.096)  -0.630
H (-4.545, -0.084, -4.192)  0.372
H (-4.091, 0.819, -2.889)  0.177
H (-5.736, 0.055, -2.951)  0.399
H (-2.994, -1.177, -2.428)  -0.780
H (-4.436, -1.243, -1.271)  -0.526
H (-6.664, -4.619, -3.771)  0.419
H (-5.080, -5.121, -3.171)  0.083
H (-5.156, -4.191, -4.703)  0.298

SMILES: CN(C)P(=O)(N(C)C)N(C)C.CN(C)P(=O)(N(C)C)N(C)C.CN(C)P(=O)(N(C)C)N(C)C.CN(C)P(=O)(N(C)C)N(C)C.CN(C)P(=O)(N(C)C)N(C)C.CN(C)P(=O)(N(C)C)N(C)C.CN(C)P(=O)(N(C)C)N(C)C.CN(C)P(=O)(N(C)C)N(C)C.CCOC(C)=O.CCOC(C)=O.CCOC(C)=O.CCOC(C)=O
HOMO level (eV): -7.78
Net charge: 0
Strongest force on any atom (eV/Å): 3.9
Kohn-Sham gap (eV): 8.1921

=====

Computed, not measured: a molecular structure, C38H28AsMoN6O9S, with the ωB97M-V functional and the def2-TZVPD basis.

Each line ends with the Mulliken charge.
Atoms and positions in Å:
Mo (-0.317, -0.305, -0.091)  0.963
S (-0.038, -2.582, 0.744)  0.084
C (1.574, -2.783, -0.006)  0.482
N (2.407, -3.684, 0.467)  -0.831
N (2.229, -4.068, 1.690)  0.476
C (2.544, -5.326, 2.159)  0.662
C (2.863, -6.368, 1.281)  -0.167
C (3.092, -7.629, 1.792)  -0.627
C (3.038, -7.852, 3.164)  -0.442
C (2.737, -6.810, 4.035)  -0.638
C (2.493, -5.547, 3.541)  -0.436
N (1.842, -2.119, -1.118)  -1.299
N (1.036, -1.152, -1.401)  0.784
C (1.017, -0.734, -2.742)  0.352
C (1.341, -1.619, -3.775)  -0.380
C (1.240, -1.201, -5.086)  -0.668
C (0.815, 0.089, -5.381)  -0.553
C (0.528, 0.980, -4.357)  -0.745
C (0.643, 0.581, -3.038)  -0.065
H (1.802, -3.406, 2.339)  0.267
H (2.913, -6.168, 0.220)  0.456
H (3.314, -8.449, 1.124)  0.379
H (3.239, -8.838, 3.560)  0.392
H (2.698, -6.988, 5.101)  0.381
H (2.272, -4.720, 4.206)  0.397
H (1.653, -2.621, -3.520)  0.470
H (1.482, -1.890, -5.883)  0.403
H (0.729, 0.408, -6.411)  0.421
H (0.242, 1.996, -4.592)  0.455
H (0.538, 1.305, -2.236)  0.564
O (-2.975, -0.524, -3.136)  -0.651
C (-2.460, -0.002, -2.189)  0.649
O (-1.653, -0.647, -1.344)  -0.502
C (-2.739, 1.419, -1.794)  1.093
C (-3.772, 2.086, -2.431)  -0.454
C (-4.135, 3.348, -2.008)  -0.641
C (-3.525, 3.951, -0.920)  -0.294
C (-2.502, 3.293, -0.277)  -0.606
C (-2.037, 2.038, -0.738)  0.345
O (-0.957, 1.490, -0.208)  -0.654
N (-1.948, 3.887, 0.944)  1.180
O (-2.088, 5.081, 1.093)  -0.681
O (-1.417, 3.141, 1.748)  -0.576
N (-5.234, 4.055, -2.682)  1.052
O (-5.510, 5.164, -2.272)  -0.615
O (-5.785, 3.476, -3.594)  -0.607
H (-4.290, 1.606, -3.250)  0.659
H (-3.862, 4.919, -0.578)  0.657
O (0.969, 0.114, 0.905)  -0.241
O (1.998, 0.304, 1.617)  -0.609
C (-3.897, -4.870, 0.786)  -0.572
C (-3.288, -4.587, 1.999)  -0.876
C (-2.869, -3.298, 2.286)  -0.124
C (-3.058, -2.275, 1.359)  0.753
C (-3.662, -2.568, 0.138)  -0.142
C (-4.089, -3.856, -0.141)  -1.240
As (-2.259, -0.518, 1.648)  2.880
C (-3.762, 0.722, 1.682)  0.651
C (-4.780, 0.666, 0.734)  0.030
C (-5.836, 1.561, 0.804)  -0.851
C (-5.872, 2.522, 1.804)  -0.640
C (-4.852, 2.584, 2.744)  -0.837
C (-3.796, 1.688, 2.685)  -0.796
C (-1.729, -0.586, 3.509)  0.044
C (-2.695, -0.911, 4.462)  -0.299
C (-2.339, -1.018, 5.795)  -0.792
C (-1.022, -0.802, 6.182)  -0.547
C (-0.067, -0.459, 5.239)  -0.797
C (-0.416, -0.351, 3.899)  -0.901
H (-4.210, -5.880, 0.560)  0.405
H (-3.121, -5.376, 2.720)  0.451
H (-2.368, -3.095, 3.224)  0.413
H (-3.782, -1.811, -0.624)  -0.041
H (-4.552, -4.073, -1.095)  0.466
H (-4.764, -0.075, -0.055)  0.275
H (-6.634, 1.502, 0.075)  0.515
H (-6.701, 3.216, 1.859)  0.438
H (-4.873, 3.335, 3.522)  0.446
H (-2.991, 1.746, 3.404)  0.488
H (-3.720, -1.078, 4.149)  0.541
H (-3.086, -1.277, 6.533)  0.439
H (-0.743, -0.894, 7.223)  0.428
H (0.956, -0.273, 5.537)  0.484
H (0.339, -0.064, 3.182)  0.268

HOMO level (spin up / spin down) (eV): -10.99 / -10.78
Net charge: +1
Strongest force on any atom (eV/Å): 3.7
Kohn-Sham gap (spin up / spin down) (eV): 5.5588 / 5.4692